1.
{"formula": "CH2N2O2S", "method": "wB97M-V/def2-TZVPD", "species": ["N", "S", "O", "O", "H", "C", "N", "H"], "positions_angstrom": [[1.081, 1.213, -0.834], [2.274, 0.753, -0.054], [2.243, -0.478, 0.645], [3.377, 1.637, 0.071], [0.229, 0.635, -0.671], [-1.747, 1.995, -0.295], [-1.555, 0.915, 0.064], [-1.819, 2.826, -0.805]], "nbo_charge": [-1.066, 2.313, -0.852, -0.835, 0.423, 0.144, -0.338, 0.211], "orbital_gap_ev": 11.3849, "smiles": "N=S(=O)=O.C#N", "homo_energy_ev": -11.45}

---

2.
{"formula": "C8H21FKO7S2", "method": "wB97M-V/def2-TZVPD", "species": ["K", "C", "C", "O", "H", "H", "H", "H", "H", "F", "O", "S", "O", "O", "C", "C", "C", "H", "H", "H", "H", "H", "H", "H", "H", "O", "S", "O", "O", "C", "C", "C", "H", "H", "H", "H", "H", "H", "H", "H"], "positions_angstrom": [[2.061, -0.912, 0.834], [0.583, -2.913, 3.138], [-0.678, -2.878, 2.252], [-0.448, -2.417, 0.959], [0.385, -3.052, 4.201], [0.998, -1.933, 2.902], [1.200, -3.756, 2.825], [-1.291, -2.133, 2.758], [-1.230, -3.812, 2.360], [4.042, -0.531, 2.950], [-0.783, 3.081, -0.324], [-0.659, 1.881, 0.439], [0.704, 1.384, 0.667], [-1.468, 1.973, 1.890], [-1.226, 0.949, 2.863], [-1.993, 1.253, 4.125], [-1.675, 0.502, -0.410], [-0.166, 0.856, 3.097], [-1.625, -0.008, 2.526], [-2.931, 1.738, 3.855], [-1.479, 2.007, 4.722], [-2.309, 0.402, 4.729], [-2.647, 0.857, -0.750], [-1.735, -0.363, 0.251], [-1.097, 0.105, -1.244], [3.226, 1.093, -3.814], [2.548, 0.330, -2.797], [3.007, 0.341, -1.421], [1.035, 0.871, -2.659], [0.240, 1.026, -3.877], [-0.831, 2.135, -3.638], [2.297, -1.413, -3.347], [-0.320, 0.144, -4.191], [0.881, 1.424, -4.664], [-1.466, 2.118, -4.524], [-0.312, 3.091, -3.585], [-1.415, 1.924, -2.741], [1.761, -1.458, -4.294], [1.559, -1.977, -2.776], [3.256, -1.928, -3.288]], "nbo_charge": [0.953, -0.625, -0.027, -1.032, 0.183, 0.187, 0.186, 0.072, 0.097, -0.988, -0.916, 2.320, -0.947, -0.709, -0.094, -0.627, -0.858, 0.213, 0.201, 0.209, 0.208, 0.227, 0.224, 0.298, 0.239, -0.920, 2.351, -0.917, -0.714, -0.090, -0.612, -0.884, 0.178, 0.202, 0.203, 0.222, 0.226, 0.241, 0.263, 0.257], "orbital_gap_ev": 5.8262, "homo_energy_ev": -3.84, "total_charge": -1}

---

3.
{"formula": "C37H67O8P", "method": "wB97M-V/def2-TZVPD", "species": ["C", "C", "C", "C", "C", "C", "C", "C", "C", "C", "C", "C", "C", "C", "C", "O", "C", "P", "O", "C", "C", "C", "C", "O", "C", "O", "H", "H", "H", "H", "H", "H", "H", "H", "H", "H", "H", "H", "H", "H", "H", "H", "H", "H", "H", "H", "H", "H", "H", "H", "H", "H", "H", "H", "H", "H", "H", "H", "H", "H", "H", "C", "C", "C", "O", "C", "H", "H", "H", "H", "H", "H", "H", "H", "C", "C", "C", "O", "C", "H", "H", "H", "H", "H", "H", "H", "H", "C", "C", "C", "O", "C", "H", "H", "H", "H", "H", "H", "H", "H", "C", "C", "C", "O", "C", "H", "H", "H", "H", "H", "H", "H", "H"], "positions_angstrom": [[-4.309, 0.190, -0.049], [-5.056, -1.184, -0.458], [-4.375, -1.926, -1.701], [-2.754, -2.042, -1.569], [-2.140, -1.068, -2.698], [-0.534, -0.842, -2.530], [0.312, -1.401, -3.779], [1.306, -0.337, -4.439], [2.602, 0.017, -3.572], [3.433, -1.244, -3.042], [4.717, -1.611, -3.968], [5.042, -3.157, -3.684], [6.538, -3.593, -4.000], [7.364, -3.081, -5.023], [8.833, -3.712, -5.185], [9.458, -3.436, -6.246], [9.494, -4.680, -4.104], [11.320, -5.187, -4.167], [11.649, -5.551, -5.643], [8.677, -5.175, -3.059], [9.149, -6.114, -1.858], [9.816, -5.150, -0.733], [9.437, -3.601, -0.890], [9.282, -5.585, 0.562], [7.138, -4.762, -3.073], [6.355, -5.362, -2.298], [-5.070, 1.028, 0.095], [-3.574, 0.518, -0.854], [-3.724, 0.029, 0.928], [-5.043, -1.847, 0.486], [-6.158, -0.907, -0.629], [-4.647, -1.358, -2.666], [-4.823, -2.969, -1.818], [-2.484, -3.117, -1.861], [-2.382, -1.823, -0.517], [-2.671, -0.051, -2.708], [-2.401, -1.559, -3.706], [-0.253, -1.473, -1.607], [-0.321, 0.255, -2.312], [-0.462, -1.667, -4.594], [0.790, -2.388, -3.474], [0.707, 0.644, -4.534], [1.533, -0.654, -5.516], [3.296, 0.629, -4.264], [2.360, 0.674, -2.672], [3.883, -1.006, -2.006], [2.833, -2.203, -2.918], [4.430, -1.539, -5.083], [5.610, -0.915, -3.752], [4.309, -3.832, -4.252], [4.891, -3.316, -2.551], [6.996, -2.254, -5.705], [12.162, -4.146, -3.658], [11.529, -6.387, -3.398], [9.894, -6.907, -2.191], [8.283, -6.668, -1.349], [10.950, -5.235, -0.728], [8.305, -3.408, -0.843], [9.937, -3.084, -1.782], [9.868, -3.072, 0.042], [8.368, -5.219, 0.568], [-4.683, 1.290, 5.059], [-4.544, 2.739, 4.646], [-3.600, 2.641, 3.464], [-3.838, 1.367, 2.848], [-4.655, 0.577, 3.723], [-5.586, 1.082, 5.634], [-3.818, 0.992, 5.661], [-5.515, 3.124, 4.317], [-4.170, 3.388, 5.438], [-2.554, 2.666, 3.788], [-3.758, 3.438, 2.734], [-5.656, 0.518, 3.284], [-4.247, -0.434, 3.795], [-0.907, 4.612, -4.531], [0.414, 5.162, -4.039], [0.924, 4.026, -3.174], [0.412, 2.811, -3.738], [-0.589, 3.141, -4.711], [-1.267, 5.085, -5.447], [-1.673, 4.737, -3.758], [1.089, 5.318, -4.887], [0.323, 6.104, -3.497], [0.545, 4.106, -2.149], [2.015, 3.984, -3.139], [-0.169, 2.944, -5.704], [-1.463, 2.502, -4.570], [-2.933, 6.053, 8.398], [-1.847, 6.936, 7.828], [-1.766, 6.452, 6.394], [-3.079, 5.999, 6.033], [-3.880, 5.918, 7.221], [-3.414, 6.466, 9.286], [-2.517, 5.074, 8.658], [-2.169, 7.982, 7.851], [-0.896, 6.861, 8.358], [-1.081, 5.602, 6.300], [-1.446, 7.236, 5.705], [-4.601, 6.741, 7.196], [-4.429, 4.973, 7.231], [-9.620, -0.814, 3.879], [-10.062, -0.277, 5.222], [-8.777, -0.342, 6.025], [-7.698, -0.156, 5.099], [-8.214, -0.258, 3.764], [-10.265, -0.514, 3.051], [-9.588, -1.908, 3.909], [-10.384, 0.764, 5.117], [-10.877, -0.842, 5.676], [-8.651, -1.323, 6.494], [-8.730, 0.424, 6.802], [-8.220, 0.747, 3.329], [-7.559, -0.894, 3.164]], "mulliken_charge": [-0.437, -0.506, -0.669, -0.631, -0.608, -0.428, -0.828, -0.070, -0.417, -0.651, -0.523, -0.513, 0.382, -0.364, 0.199, -0.544, 0.535, 0.439, -0.635, 0.269, -1.081, 0.222, -1.103, -0.580, -0.045, -0.621, 0.281, 0.077, 0.033, 0.231, 0.323, 0.299, 0.346, 0.308, 0.382, 0.206, 0.350, 0.314, 0.256, 0.408, 0.272, -0.319, 0.389, 0.344, 0.190, 0.283, 0.308, 0.292, 0.339, 0.283, 0.345, 0.377, 0.105, 0.078, 0.313, 0.268, 0.315, 0.226, 0.289, 0.372, 0.384, -0.511, -0.012, -0.557, -0.414, -0.026, 0.219, 0.307, 0.307, -0.173, 0.279, 0.278, -0.096, 0.368, -0.593, -0.545, -0.487, -0.312, -0.383, 0.339, 0.277, 0.273, 0.336, 0.286, 0.264, 0.301, 0.210, -0.607, -0.526, -0.421, -0.392, -0.285, 0.340, 0.272, 0.256, 0.328, 0.268, 0.263, 0.265, 0.240, -0.591, -0.536, -0.515, -0.304, -0.365, 0.347, 0.273, 0.267, 0.336, 0.292, 0.270, 0.271, 0.265], "orbital_gap_ev": 7.7151, "smiles": "CCCCCCCCCCCCC1=CC(=O)C([PH2]=O)=C(C[C@@H](C)O)C1=O.C1CCOC1.C1CCOC1.C1CCOC1.C1CCOC1", "homo_energy_ev": -9.19}